Computed, not measured: a molecular structure, C23H18CuN5O2S2, with ωB97M-V/def2-TZVPD.

- DFT total energy: -3748.2458 Eh
- LUMO energy: -1.14 eV
- 2S+1: 1

```
51
Properties=species:S:1:pos:R:3:forces:R:3:lowdin_charge:R:1
Cu -0.7371 -0.5319 0.7422 -0.16 -0.06 -0.02 0.114
N -4.8701 -1.1074 0.0723 0.00 0.11 -0.05 0.061
C -3.6280 -0.6460 0.3573 -0.02 -0.10 0.04 -0.856
S -2.6010 -1.6852 1.2831 -0.07 -0.17 0.08 0.597
N -3.3623 0.5664 -0.0975 0.02 0.12 -0.02 0.006
N -2.1021 0.9479 0.1968 -0.02 0.03 0.00 -0.032
C -1.7778 2.1917 0.1738 -0.04 -0.05 0.00 -0.182
C -2.6722 3.2992 -0.2425 -0.01 -0.01 -0.02 -0.186
C -3.3206 3.2547 -1.4744 -0.01 0.02 0.01 -0.031
C -4.1413 4.2993 -1.8693 0.01 -0.03 -0.01 -0.078
C -4.3346 5.3910 -1.0342 0.00 0.01 0.01 -0.091
C -3.7004 5.4376 0.1989 -0.02 0.02 -0.01 -0.082
C -2.8692 4.3989 0.5894 0.03 -0.03 0.00 -0.042
C -0.4163 2.4832 0.6768 -0.02 -0.02 0.02 -0.204
C 0.2524 3.6670 0.3602 0.00 -0.03 0.00 -0.004
C 1.5096 3.8935 0.8876 -0.01 -0.03 0.02 -0.054
C 2.0682 2.9390 1.7271 0.03 0.03 -0.01 -0.062
C 1.3421 1.7884 1.9782 -0.03 -0.04 -0.03 -0.140
N 0.1357 1.5500 1.4701 0.10 0.25 0.08 0.083
H -5.2009 -1.9267 0.5461 0.02 -0.01 0.01 0.074
H -5.5338 -0.4470 -0.2960 -0.01 -0.02 0.00 0.095
H -3.1837 2.3918 -2.1114 0.00 0.00 0.00 0.112
H -4.6368 4.2583 -2.8307 0.00 0.00 0.00 0.102
H -4.9805 6.2022 -1.3444 0.00 0.00 0.01 0.100
H -3.8542 6.2820 0.8583 0.00 0.00 0.00 0.101
H -2.3748 4.4355 1.5531 0.00 0.00 0.00 0.119
H -0.2175 4.3869 -0.2951 0.00 0.00 0.00 0.119
H 2.0450 4.8040 0.6515 0.00 0.00 0.00 0.109
H 3.0382 3.0822 2.1840 0.00 0.00 -0.01 0.094
H 1.7395 1.0158 2.6271 -0.01 0.01 0.02 0.107
C 6.3979 3.1357 1.5161 0.03 0.05 0.06 -0.048
C 7.7460 2.4686 1.4674 0.04 0.08 -0.01 -0.733
O 8.7643 2.9848 1.8328 -0.05 0.00 0.00 0.020
S 7.8762 0.7959 0.8313 0.01 -0.13 -0.05 1.038
C 6.1980 0.3721 0.4280 -0.02 -0.04 0.11 -0.543
C 5.3224 -0.0395 1.4330 0.02 -0.02 0.01 -0.082
C 4.0107 -0.3446 1.1270 0.07 -0.01 -0.07 -0.010
C 3.5805 -0.2627 -0.1980 0.01 0.00 0.04 -0.158
C 4.4636 0.0971 -1.2142 0.00 0.04 0.06 0.011
C 5.7717 0.4198 -0.8936 0.00 0.03 -0.09 -0.078
C 2.2018 -0.5277 -0.5129 0.13 -0.07 -0.02 -0.076
C 0.8605 -0.7601 -0.1906 0.18 0.15 -0.45 0.071
H 5.8389 2.9987 0.5918 0.02 0.01 -0.01 0.079
H 6.5653 4.1914 1.7158 -0.04 0.01 0.00 0.091
H 5.8113 2.7029 2.3285 0.00 0.00 -0.01 0.082
H 5.6797 -0.1161 2.4518 0.00 0.01 0.00 0.117
H 3.3215 -0.6576 1.9001 -0.01 0.00 -0.01 0.121
H 4.1169 0.1416 -2.2383 0.00 0.00 -0.01 0.127
H 6.4647 0.7252 -1.6662 0.00 -0.01 0.00 0.114
O 1.1298 -0.5632 -2.7000 0.04 0.00 -0.07 0.067
N 1.3505 -0.6156 -1.5071 -0.21 -0.11 0.41 -0.161
```
Positions in Å, forces in eV/Å.